--- i ---
The following is a quantum chemistry calculation of C7H11N as an isolated structure, from OMol25.

Properties
gap between HOMO and LUMO = 0.3519 Eh
E_LUMO = 0.031 Ha
highest occupied orbital energy = -8.719 eV

ORCA input file:
```
! wB97M-V def2-TZVPD RIJCOSX def2/J DEFGRID3
* xyz 0 1
C -1.95586 -1.34992 0.03583
C -1.02981 -0.24685 -0.00063
C -1.19841 1.05465 -0.37815
C -0.04340 2.13414 -0.08909
C 1.02658 1.04989 0.21325
C 1.03542 -0.52084 -0.37804
C 0.34959 -0.31591 0.80982
H -2.93942 -1.03727 -0.53964
H -2.33966 -1.87507 0.89266
H -1.64894 -2.08478 -0.89619
H -2.08935 1.33170 -0.86867
H 0.23475 2.79712 -1.00456
H -0.31254 2.53685 0.90342
H 1.88926 1.28412 0.93394
H 0.51447 -0.89708 -1.26551
H 3.31886 -0.03597 0.21686
H 2.25795 -2.01974 0.18972
H 0.44350 -0.86761 1.71106
N 2.48701 -0.93744 -0.48608
*
```

--- ii ---
The following is a quantum chemistry calculation of one molecule with the formula C7H11N, from OMol25.

Properties
structure (SMILES) = C1C[C@@H]2[C@@H]3[C@@H]1CCN32
gap between HOMO and LUMO = 0.3617 Eh
E_LUMO = 0.041 Ha
highest occupied orbital energy = -8.734 eV

ORCA input file:
```
! wB97M-V def2-TZVPD RIJCOSX def2/J DEFGRID3
* xyz 0 1
C -1.33423 1.03981 0.19830
C -1.80998 -0.29594 -0.43623
C -0.72435 -1.38613 0.01516
C 0.11357 -0.68987 0.96842
C 0.13233 0.65768 0.17986
C 1.62781 1.00650 0.19718
C 1.87732 -0.43448 -0.47470
N 0.90370 -1.44926 0.14338
H -1.62609 1.86175 -0.53650
H -1.98883 1.38713 1.03319
H -2.74291 -0.62827 0.12688
H -1.96203 -0.29361 -1.53905
H -1.23551 -2.36489 0.21008
H 0.03425 -0.62842 2.11293
H 0.05459 0.42131 -0.86618
H 1.99362 1.72740 -0.55368
H 2.09848 1.15539 1.18441
H 2.94207 -0.76674 -0.34451
H 1.64620 -0.31937 -1.61893
*
```

Which is less stable than every other structure shown? i is.